Entry 1:
{"formula": "C2H4OS", "method": "ωB97M-V/def2-TZVPD", "relative_energy_ev": 3.802, "lumo_energy_ev": -2.5, "spin_multiplicity": 1, "homo_ev": -9.7, "total_charge": 0, "symbols": ["C", "C", "O", "S", "H", "H", "H", "H"], "xyz": [[-0.824, 0.592, -0.394], [-1.749, 0.520, 0.806], [-1.638, 0.669, 2.015], [0.534, -0.646, -2.154], [-1.464, 0.625, -1.228], [0.083, 1.133, -0.445], [-2.768, 0.482, 0.347], [1.676, -1.107, -1.411]]}

---

Entry 2:
{"formula": "C41H35N3O2", "method": "ωB97M-V/def2-TZVPD", "lumo_energy_ev": 0.0, "spin_multiplicity": 1, "homo_ev": -7.5, "total_charge": 0, "symbols": ["C", "C", "N", "C", "C", "O", "O", "H", "H", "H", "H", "H", "H", "C", "C", "C", "C", "N", "C", "C", "C", "C", "C", "C", "C", "C", "C", "C", "C", "C", "C", "C", "C", "N", "C", "C", "C", "C", "C", "C", "C", "C", "C", "C", "C", "C", "C", "C", "C", "C", "C", "C", "H", "H", "H", "H", "H", "H", "H", "H", "H", "H", "H", "H", "H", "H", "H", "H", "H", "H", "H", "H", "H", "H", "H", "H", "H", "H", "H", "H", "H"], "xyz": [[2.038, 4.361, 2.700], [1.303, 3.037, 2.875], [1.822, 1.804, 2.471], [3.024, 1.475, 3.111], [4.284, 2.297, 2.817], [3.148, 0.484, 3.850], [0.200, 3.160, 3.403], [2.867, 4.339, 1.978], [1.292, 5.077, 2.299], [2.357, 4.751, 3.689], [4.216, 3.361, 3.097], [5.170, 1.839, 3.306], [4.477, 2.285, 1.732], [-4.856, 6.063, -1.698], [-4.584, 6.052, -0.329], [-4.349, 4.864, 0.362], [-4.470, 3.636, -0.304], [-4.341, 2.406, 0.413], [-5.499, 1.655, 0.753], [-5.630, 0.351, 0.245], [-6.847, -0.309, 0.384], [-7.868, 0.284, 1.150], [-7.694, 1.553, 1.736], [-6.517, 2.266, 1.504], [-3.071, 1.979, 0.871], [-2.855, 1.617, 2.217], [-1.653, 1.013, 2.621], [-0.605, 0.803, 1.699], [0.727, 0.240, 2.080], [1.278, -0.801, 1.129], [2.669, -0.949, 1.076], [3.346, -1.718, 0.132], [2.657, -2.560, -0.761], [3.322, -3.482, -1.585], [2.673, -4.667, -1.994], [2.806, -5.125, -3.327], [2.065, -6.236, -3.740], [1.290, -6.976, -2.833], [1.237, -6.567, -1.497], [1.887, -5.401, -1.082], [4.662, -3.276, -1.959], [5.525, -4.389, -2.144], [6.831, -4.185, -2.607], [7.293, -2.890, -2.897], [6.436, -1.788, -2.711], [5.154, -1.973, -2.194], [1.247, -2.478, -0.719], [0.585, -1.596, 0.155], [-0.829, 1.206, 0.372], [-2.013, 1.825, -0.029], [-4.759, 3.631, -1.674], [-4.918, 4.835, -2.355], [-4.955, 7.002, -2.258], [-4.528, 7.003, 0.193], [-4.105, 4.890, 1.427], [-4.792, -0.104, -0.284], [-6.995, -1.273, -0.115], [-8.812, -0.249, 1.284], [-8.475, 2.024, 2.345], [-6.363, 3.275, 1.918], [-3.623, 1.848, 2.966], [-1.529, 0.757, 3.683], [0.823, -0.011, 3.140], [3.295, -0.422, 1.782], [4.438, -1.673, 0.125], [3.462, -4.605, -4.046], [2.117, -6.523, -4.788], [0.731, -7.858, -3.155], [0.680, -7.153, -0.761], [1.781, -5.083, -0.038], [5.199, -5.418, -1.911], [7.481, -5.063, -2.745], [8.310, -2.754, -3.269], [6.744, -0.772, -2.972], [4.558, -1.084, -1.962], [0.665, -3.169, -1.343], [-0.497, -1.548, 0.047], [-0.048, 1.102, -0.376], [-2.163, 2.165, -1.052], [-4.848, 2.685, -2.202], [-5.081, 4.829, -3.423]]}

---

Number 1: gap between HOMO and LUMO 7.2 eV, calculated total energy -15017.663 eV. Number 2: gap between HOMO and LUMO 7.4 eV, calculated total energy -51648.313 eV.